1.
{"formula": "C5H18N2O3", "method": "wB97M-V/def2-TZVPD", "energy_ev": -14597.599, "e_lumo_ev": 0.1, "smiles": "C/C(=C\\N)CCN.O.O.O", "multiplicity": 1, "e_homo_ev": -8.022, "fmax_ha_per_bohr": 0.0617, "species": ["C", "C", "C", "C", "N", "C", "N", "H", "H", "H", "H", "H", "H", "H", "H", "H", "H", "H", "H", "H", "H", "O", "H", "H", "O", "H", "H", "O"], "xyz": [[0.98445, -1.12978, -1.32822], [0.97696, 0.35773, -1.96697], [0.07779, 1.20583, -1.09578], [0.30742, 1.95476, -0.01870], [-0.66831, 2.66229, 0.72842], [-1.42952, 1.06923, -1.65275], [-0.26981, -1.91741, -1.43514], [1.68252, -1.80157, -1.91721], [1.50367, -1.09969, -0.26537], [2.14911, 0.70812, -2.01887], [0.55587, 0.40032, -2.99855], [1.40146, 2.08297, 0.35333], [-1.61696, 2.40569, 0.52496], [-0.31007, 2.54104, 1.72601], [-1.85654, 1.83150, -2.37495], [-2.16229, 0.80702, -0.92875], [-1.50430, 0.03518, -2.19426], [-1.09901, -1.51465, -0.92282], [-0.57397, -2.02048, -2.42002], [1.95949, 0.72015, 2.58962], [0.97016, 0.55782, 3.53865], [1.35980, 0.03242, 2.84839], [-0.21873, -2.35156, 1.70019], [0.47665, -2.98793, 0.44671], [0.29887, -3.11632, 1.37853], [-0.28184, -0.20733, 2.38936], [-1.51830, -0.83200, 3.05232], [-1.19456, -0.39336, 2.26187]], "atomic_forces_ev_per_a": [[1.425, -0.281, -0.942], [2.532, -0.243, 1.118], [-2.540, 0.231, -1.550], [1.568, -0.110, -0.070], [2.763, -0.210, 1.547], [1.046, -1.892, -1.517], [-1.044, 0.764, 0.846], [-0.353, 1.070, 0.451], [-1.709, 0.019, -1.880], [-2.894, -0.678, 0.230], [0.585, -0.380, 0.675], [-2.016, -0.167, -0.578], [-0.172, -0.356, 0.413], [-1.806, 0.483, -1.640], [0.880, -0.564, 1.001], [-0.674, 0.630, 1.311], [0.497, 2.102, 0.321], [1.469, -0.453, -0.591], [0.561, 0.134, 0.877], [1.145, 0.154, -1.154], [-0.813, -0.165, 1.207], [0.175, 0.237, 0.281], [0.375, -0.429, -0.645], [-0.356, 0.243, -0.379], [-0.182, 0.134, 0.984], [1.446, 0.120, 0.034], [0.032, -0.003, 0.071], [-1.942, -0.390, -0.422]], "lowdin_charge": [-0.27, -0.18, -0.30, -0.22, 0.03, -0.07, -0.05, 0.11, 0.13, 0.15, 0.10, 0.14, 0.06, 0.10, 0.09, 0.04, 0.07, 0.08, 0.08, 0.05, 0.05, -0.02, 0.01, -0.02, -0.08, -0.06, 0.05, -0.05]}

2.
{"formula": "C2H2F2", "method": "wB97M-V/def2-TZVPD", "energy_ev": -7533.980, "e_lumo_ev": [-0.7, -0.8], "multiplicity": 1, "e_homo_ev": [-8.807, -8.803], "fmax_ha_per_bohr": 0.0296, "species": ["C", "C", "F", "F", "H", "H"], "xyz": [[-1.04604, 0.60512, -0.60779], [1.00252, -0.62046, 0.52056], [-1.49533, 1.45261, 0.27340], [1.45407, -1.58055, -0.22654], [-0.68628, 1.19048, -1.47832], [0.77107, -1.04721, 1.51870]], "atomic_forces_ev_per_a": [[0.284, -1.337, 0.475], [-0.369, 1.331, -0.639], [0.129, 0.384, -0.181], [-0.100, -0.320, 0.269], [0.139, 0.447, 0.151], [-0.082, -0.505, -0.075]], "lowdin_charge": [0.02, 0.04, -0.04, -0.02, 0.00, 0.01]}

3.
{"formula": "C28H34N6O2S", "method": "wB97M-V/def2-TZVPD", "energy_ev": -53460.193, "e_lumo_ev": 0.3, "smiles": "CC(=O)OCCN(CCCn1c(-c2ccncc2)nc2ccccc21)c1nc(CN2CCCCC2)cs1", "multiplicity": 1, "e_homo_ev": -7.754, "fmax_ha_per_bohr": 0.0182, "species": ["C", "C", "O", "O", "C", "H", "H", "C", "N", "C", "N", "C", "C", "S", "H", "C", "N", "C", "C", "C", "C", "C", "H", "H", "H", "H", "H", "H", "H", "H", "H", "H", "H", "H", "C", "H", "C", "H", "H", "C", "N", "C", "C", "C", "C", "C", "C", "N", "C", "C", "C", "C", "N", "C", "C", "H", "H", "H", "H", "H", "H", "H", "H", "H", "H", "H", "H", "H", "H", "H", "H"], "xyz": [[-4.68185, 3.46758, -2.37676], [-3.87324, 2.20336, -2.35958], [-3.01470, 1.91789, -3.15534], [-4.21306, 1.42249, -1.32582], [-3.44540, 0.23857, -1.13860], [-4.01517, -0.38554, -0.44992], [-3.33074, -0.26938, -2.10225], [-2.06183, 0.60681, -0.57434], [-1.07896, -0.43618, -0.68103], [-0.92201, -1.34093, 0.31232], [-0.23896, -2.43100, 0.19588], [-0.11754, -3.09477, 1.38185], [-0.75369, -2.51196, 2.42596], [-1.54859, -1.05267, 1.93608], [-0.80895, -2.83113, 3.44543], [0.66031, -4.37355, 1.46416], [2.06561, -4.17247, 1.14677], [2.92597, -5.18056, 1.73687], [4.38851, -4.79563, 1.53099], [4.69435, -4.66424, 0.04313], [3.72428, -3.66430, -0.57643], [2.28814, -4.08710, -0.28532], [1.58396, -3.35656, -0.68604], [2.08823, -5.06050, -0.77393], [3.90163, -2.67626, -0.14797], [3.87408, -3.60333, -1.65645], [5.72552, -4.33805, -0.10531], [4.57491, -5.63668, -0.44170], [4.57206, -3.84084, 2.02642], [5.03047, -5.55011, 1.98923], [2.71063, -5.23530, 2.80712], [2.74232, -6.17915, 1.29630], [0.19786, -5.11914, 0.79133], [0.58305, -4.74310, 2.48888], [-0.52453, -0.77640, -1.98029], [0.23421, -1.53792, -1.79136], [0.08493, 0.40100, -2.74312], [0.50504, -0.00852, -3.66377], [-0.70086, 1.10171, -3.02890], [1.20600, 1.15386, -2.00873], [0.69950, 2.05482, -1.00538], [-0.00072, 3.18421, -1.36696], [-0.29495, 3.75368, -2.59828], [-1.05686, 4.90324, -2.59186], [-1.51127, 5.47939, -1.40164], [-1.20905, 4.93321, -0.17411], [-0.44076, 3.77209, -0.15921], [0.00077, 3.01990, 0.88326], [0.66675, 2.00919, 0.37329], [1.26794, 1.04548, 1.28969], [1.77986, -0.21469, 0.98458], [2.25167, -1.01790, 2.01445], [2.26437, -0.65666, 3.28452], [1.79222, 0.54448, 3.58152], [1.28759, 1.41940, 2.64082], [0.89354, 2.38185, 2.92074], [1.81545, 0.80994, 4.63068], [2.60799, -2.01847, 1.80637], [1.79079, -0.61777, -0.01267], [-1.54663, 5.37645, 0.74873], [-2.10567, 6.38048, -1.45293], [-1.31182, 5.36996, -3.53137], [0.04731, 3.32519, -3.52737], [1.91506, 0.45792, -1.56467], [1.75006, 1.76055, -2.74260], [-1.29581, -1.22891, -2.61726], [-2.15755, 0.90028, 0.47421], [-1.71720, 1.47643, -1.13496], [-5.58761, 3.34522, -1.79235], [-4.91240, 3.74345, -3.40168], [-4.07357, 4.25785, -1.93788]], "atomic_forces_ev_per_a": [[0.020, -0.109, 0.009], [-0.049, 0.243, -0.242], [0.016, -0.093, -0.071], [-0.247, 0.077, 0.374], [0.504, -0.333, -0.147], [0.033, 0.044, -0.088], [-0.042, 0.006, 0.167], [-0.430, 0.243, -0.049], [0.041, 0.098, -0.300], [-0.359, 0.048, 0.862], [0.059, -0.157, -0.638], [-0.390, 0.011, 0.744], [-0.022, 0.013, -0.156], [0.257, -0.262, -0.414], [0.032, -0.151, 0.253], [-0.086, 0.062, -0.035], [-0.040, -0.204, 0.029], [0.219, 0.070, 0.217], [-0.094, -0.288, -0.121], [0.045, 0.266, 0.119], [-0.078, -0.333, -0.083], [0.135, 0.347, -0.268], [0.096, -0.170, -0.065], [-0.042, 0.010, 0.023], [0.001, 0.108, -0.025], [-0.006, 0.065, -0.014], [0.030, -0.071, -0.037], [0.033, -0.045, -0.041], [0.030, 0.025, 0.083], [0.025, 0.024, 0.056], [-0.033, -0.058, -0.046], [-0.022, 0.011, 0.038], [0.051, -0.014, 0.099], [0.006, -0.038, -0.080], [0.149, 0.038, -0.308], [-0.107, 0.055, -0.118], [0.021, -0.031, 0.309], [-0.036, 0.014, -0.050], [0.037, 0.023, -0.092], [0.036, -0.437, -0.480], [-0.033, 0.289, 0.336], [-0.256, 0.564, 0.459], [0.092, -0.082, -0.134], [0.031, 0.003, -0.116], [-0.090, 0.168, 0.035], [0.043, -0.107, 0.000], [0.191, -0.251, -0.793], [0.015, -0.192, 0.434], [-0.373, 0.600, -0.191], [0.438, -0.555, 0.531], [-0.022, 0.314, 0.038], [0.094, -0.064, -0.224], [0.195, -0.299, 0.368], [-0.125, 0.263, -0.027], [0.055, -0.071, -0.163], [-0.002, 0.044, 0.072], [-0.036, 0.123, 0.054], [-0.011, -0.008, -0.122], [-0.041, -0.047, -0.072], [-0.040, 0.062, 0.120], [-0.038, 0.074, 0.004], [-0.015, 0.029, -0.089], [-0.007, -0.064, -0.111], [0.010, 0.143, -0.051], [0.021, -0.100, 0.141], [0.085, -0.073, 0.023], [0.043, 0.110, -0.106], [-0.007, -0.062, 0.161], [-0.067, 0.065, 0.015], [0.022, -0.013, -0.039], [0.033, 0.035, 0.031]], "lowdin_charge": [0.04, -0.53, 0.10, 0.01, -0.11, 0.13, 0.13, -0.15, -0.10, -0.59, 0.08, -0.38, -0.35, 1.06, 0.07, -0.13, -0.18, -0.20, -0.18, -0.21, -0.18, -0.20, 0.09, 0.13, 0.10, 0.11, 0.11, 0.11, 0.11, 0.11, 0.12, 0.13, 0.13, 0.12, -0.14, 0.11, -0.13, 0.12, 0.08, -0.11, 0.04, -0.18, -0.02, -0.09, -0.11, -0.01, -0.23, 0.17, -0.23, -0.13, -0.02, -0.14, 0.07, -0.14, -0.02, 0.10, 0.10, 0.08, 0.08, 0.11, 0.10, 0.10, 0.11, 0.11, 0.13, 0.13, 0.10, 0.10, 0.09, 0.09, 0.08]}

4.
{"formula": "C42H39N5O8Pb", "method": "wB97M-V/def2-TZVPD", "energy_ev": -73264.288, "e_lumo_ev": [-2.4, -2.9], "multiplicity": 1, "e_homo_ev": [-7.919, -7.791], "fmax_ha_per_bohr": 0.0315, "species": ["Pb", "C", "O", "C", "C", "C", "C", "C", "C", "N", "N", "C", "O", "C", "C", "C", "C", "C", "C", "C", "O", "H", "H", "H", "H", "H", "H", "H", "H", "H", "H", "H", "H", "O", "C", "C", "C", "N", "C", "C", "C", "O", "O", "C", "O", "O", "H", "H", "H", "C", "C", "C", "C", "C", "C", "C", "C", "N", "C", "C", "C", "C", "N", "C", "C", "C", "C", "C", "C", "C", "C", "H", "H", "H", "H", "H", "H", "H", "H", "H", "H", "H", "H", "H", "H", "H", "H", "H", "H", "H", "H", "H", "H", "H", "H"], "xyz": [[-0.32575, -0.43444, -0.19246], [-2.11365, 2.03766, -3.88596], [-2.02295, 3.37396, -3.43166], [-1.94395, 3.67126, -2.13016], [-2.14445, 5.00076, -1.80916], [-2.15245, 5.42566, -0.48616], [-2.03755, 4.50266, 0.53134], [-1.78695, 3.14796, 0.28664], [-1.89735, 2.27556, 1.39984], [-1.53845, 1.03896, 1.53704], [-1.91775, 0.35546, 2.56494], [-1.64595, -0.94994, 2.67564], [-1.10745, -1.63604, 1.78874], [-2.15145, -1.57374, 3.91144], [-2.22285, -2.96334, 3.96694], [-2.74575, -3.58614, 5.08364], [-3.17365, -2.82684, 6.16094], [-3.08715, -1.44324, 6.11754], [-2.58465, -0.81454, 4.99444], [-1.52695, 2.72376, -1.08616], [-0.87755, 1.71186, -1.40266], [-2.30425, 2.11626, -4.95506], [-2.94555, 1.51276, -3.40936], [-1.18675, 1.49406, -3.69846], [-2.32575, 5.69326, -2.61736], [-2.31355, 6.47076, -0.26446], [-2.14345, 4.82056, 1.55884], [-2.37365, 2.72996, 2.27524], [-1.87085, -3.52824, 3.11724], [-2.83145, -4.66294, 5.11024], [-3.58775, -3.31524, 7.03134], [-3.42905, -0.85964, 6.95944], [-2.51415, 0.25986, 4.93994], [-2.97725, -4.41814, -4.65176], [-2.44015, -3.65214, -3.68516], [-1.26655, -4.01084, -3.02266], [-0.77185, -3.16264, -2.04826], [-1.37675, -2.03454, -1.74806], [-2.51495, -1.69134, -2.32736], [-3.08195, -2.46734, -3.31966], [-3.21075, -0.41584, -1.78676], [-4.08465, 0.07276, -2.49556], [-2.79535, -0.01874, -0.67936], [0.50935, -3.54124, -1.23946], [0.96365, -4.64844, -1.47496], [0.92605, -2.65804, -0.45786], [-2.45215, -5.22124, -4.77246], [-0.73395, -4.92524, -3.24326], [-4.00405, -2.16554, -3.78626], [1.99075, -2.27594, 2.74434], [1.51105, -1.00434, 3.36684], [1.03915, -0.98364, 4.67044], [0.59555, 0.18726, 5.25704], [0.64085, 1.36986, 4.54254], [1.10535, 1.39446, 3.23814], [1.18995, 2.68936, 2.48614], [1.53425, 0.19926, 2.64504], [1.85185, 0.21206, 1.29134], [3.00785, 0.24236, 0.77494], [4.27265, 0.26666, 1.58044], [3.12175, 0.28276, -0.70206], [4.49185, 0.37026, -1.30916], [2.05495, 0.28376, -1.38496], [1.95245, 0.32056, -2.76906], [2.12275, -0.83344, -3.54416], [2.66175, -2.10564, -2.96646], [1.83145, -0.77154, -4.90006], [1.39535, 0.39906, -5.49296], [1.29725, 1.55056, -4.73106], [1.58905, 1.53096, -3.37746], [1.61565, 2.79716, -2.57946], [1.76205, -3.12424, 3.38304], [3.07015, -2.24654, 2.59834], [1.52335, -2.43404, 1.77374], [1.01525, -1.90434, 5.23484], [0.22095, 0.17716, 6.26894], [0.30965, 2.29126, 4.99994], [0.56545, 3.44296, 2.95984], [0.87815, 2.55766, 1.45264], [2.21615, 3.05856, 2.48324], [4.02805, 0.32936, 2.63824], [4.89895, 1.11436, 1.30944], [4.84495, -0.64264, 1.40424], [5.01195, 1.25906, -0.95616], [4.40885, 0.42236, -2.39206], [5.08955, -0.49924, -1.04486], [1.98895, -2.93524, -3.17086], [2.78105, -2.04884, -1.89076], [3.62225, -2.33554, -3.42616], [1.97585, -1.66084, -5.49426], [1.15975, 0.42136, -6.54656], [0.99575, 2.48236, -5.18756], [1.00695, 3.56216, -3.05456], [2.64015, 3.16766, -2.51516], [1.25405, 2.61346, -1.57166]], "atomic_forces_ev_per_a": [[-0.989, -0.873, 0.312], [-0.110, -0.957, -0.277], [0.347, 0.760, 0.800], [-0.091, 0.139, -0.569], [-0.057, 0.098, 0.028], [-0.054, 0.068, -0.584], [0.151, -0.860, 0.419], [0.063, 0.760, -0.428], [-0.071, -0.396, 1.214], [0.561, -0.239, -1.416], [-0.570, 0.644, 1.300], [-0.194, 0.527, -0.455], [0.591, -0.321, -0.613], [-0.151, -0.420, 0.248], [0.093, 0.227, -0.129], [-0.007, -0.097, 0.076], [-0.057, -0.073, 0.020], [-0.019, -0.007, 0.054], [0.044, -0.020, -0.143], [0.059, 0.215, -0.196], [-0.051, 0.113, 0.090], [0.064, -0.014, 0.042], [0.078, 0.147, -0.050], [-0.122, 0.077, -0.161], [0.001, 0.026, -0.075], [-0.005, 0.023, 0.043], [-0.073, 0.005, 0.083], [0.020, -0.206, -0.084], [-0.009, -0.092, -0.069], [0.032, -0.064, 0.023], [-0.018, -0.022, 0.074], [-0.003, 0.077, 0.063], [-0.039, 0.117, -0.012], [-0.140, -0.132, -0.189], [0.387, 0.237, 0.445], [-0.096, 0.093, -0.017], [0.676, -0.609, 0.019], [0.184, 0.467, 0.470], [-0.562, 0.274, -0.118], [0.048, -0.155, -0.086], [-0.134, -0.629, -0.867], [-0.381, 0.015, -0.161], [0.715, 0.142, 0.890], [-1.151, -0.286, -1.060], [0.374, -0.355, 0.067], [0.316, 1.291, 0.930], [-0.056, 0.177, 0.066], [0.040, -0.065, 0.069], [-0.116, 0.100, -0.016], [-0.097, 0.057, -0.096], [0.130, 0.110, -0.078], [0.047, 0.075, 0.036], [0.099, 0.100, 0.016], [0.024, -0.112, 0.148], [0.163, -0.012, -0.178], [0.055, -0.111, 0.045], [-0.160, 0.080, 1.250], [0.032, -0.090, -1.046], [-0.108, 0.001, 1.135], [-0.148, 0.016, 0.171], [-0.014, 0.099, -1.166], [-0.145, -0.010, -0.176], [-0.134, -0.072, 1.187], [0.068, 0.056, -1.359], [0.071, 0.071, 0.245], [-0.039, 0.005, -0.021], [-0.042, 0.166, -0.079], [0.044, -0.086, -0.004], [0.082, -0.072, 0.032], [0.084, 0.018, 0.101], [-0.022, -0.063, 0.012], [-0.018, -0.072, 0.032], [0.139, -0.062, -0.067], [0.024, -0.138, -0.105], [-0.027, -0.132, 0.003], [-0.050, -0.008, 0.101], [-0.048, 0.101, 0.021], [-0.051, 0.080, -0.044], [-0.026, 0.101, -0.134], [0.095, 0.081, -0.070], [0.043, -0.022, 0.036], [0.038, 0.033, -0.034], [0.080, -0.067, -0.030], [0.052, 0.037, 0.054], [0.030, -0.016, -0.022], [0.074, -0.079, 0.054], [0.065, -0.120, -0.033], [0.039, -0.131, 0.056], [0.097, -0.065, -0.010], [-0.045, -0.141, -0.093], [-0.018, -0.002, -0.081], [-0.021, 0.105, -0.039], [-0.061, 0.107, 0.029], [0.063, 0.094, 0.050], [0.020, 0.166, 0.079]], "lowdin_charge": [1.65, -0.03, -0.03, -0.17, 0.00, -0.05, -0.04, -0.11, -0.08, -0.04, 0.10, -0.44, -0.08, -0.15, -0.01, -0.07, -0.08, -0.08, -0.04, -0.25, -0.08, 0.10, 0.08, 0.08, 0.12, 0.11, 0.11, 0.14, 0.12, 0.10, 0.10, 0.10, 0.11, 0.09, -0.28, 0.07, -0.16, 0.06, -0.15, 0.09, -0.64, 0.02, -0.09, -0.66, 0.04, -0.12, 0.12, 0.13, 0.13, -0.01, -0.21, -0.04, -0.08, -0.05, -0.22, -0.03, -0.24, 0.10, -0.23, 0.01, -0.24, 0.01, 0.10, -0.22, -0.20, -0.02, -0.04, -0.07, -0.06, -0.22, -0.02, 0.09, 0.08, 0.06, 0.12, 0.11, 0.11, 0.08, 0.06, 0.09, 0.09, 0.09, 0.10, 0.09, 0.09, 0.10, 0.08, 0.06, 0.10, 0.12, 0.10, 0.12, 0.08, 0.09, 0.06]}